# C36H38Cl2GaGe2N3O4S2

A structure of composition C36H38Cl2GaGe2N3O4S2 in a non-equilibrium geometry (ωB97M-V/def2-TZVPD, the OMol25 dataset).

Energy, Ha: -9655.1007
Energy relative to the best compared isomer or geometry (same formula, charge and spin), kJ/mol: 71.6
Multiplicity: 2
Charge: +1

Element x y z (Å)
Ga (0.404757, 0.239273, 0.140410)
O (-3.024518, -2.018637, 3.606227)
C (-1.943426, -1.688707, 4.337712)
C (-2.034923, -1.858017, 5.720092)
C (-0.973695, -1.532050, 6.535314)
C (0.212319, -1.028122, 5.999036)
C (0.309405, -0.855314, 4.637228)
C (-0.754780, -1.176670, 3.785628)
C (-0.614250, -0.910485, 2.351531)
O (0.452852, -0.277515, 1.955249)
N (-1.564143, -1.291642, 1.537567)
N (-1.319932, -0.877783, 0.239247)
C (-2.085806, -1.357606, -0.667981)
S (-1.935828, -0.803762, -2.322146)
C (-2.890888, -2.188487, -3.002312)
C (-4.018530, -2.470038, -2.029506)
S (-3.318028, -2.549877, -0.354914)
H (-2.814081, -1.871866, 2.659951)
H (-2.957781, -2.250286, 6.122311)
H (-1.064647, -1.673017, 7.603648)
H (1.040431, -0.775483, 6.643302)
H (1.215127, -0.464649, 4.194597)
H (-2.233595, -3.050965, -3.111237)
H (-3.262619, -1.886736, -3.979863)
H (-4.488737, -3.430532, -2.234294)
H (-4.774499, -1.685549, -2.061553)
Cl (0.787099, -4.490201, -0.087359)
C (2.240227, -3.645731, -0.333123)
C (3.451278, -4.309682, -0.385574)
C (4.624647, -3.609790, -0.607368)
Cl (6.085936, -4.477597, -0.708871)
C (4.637023, -2.184256, -0.765263)
C (5.788354, -1.431882, -1.033692)
C (5.660018, -0.076842, -1.196448)
C (4.399626, 0.516387, -1.057663)
N (3.303906, -0.166710, -0.783621)
C (3.421114, -1.490074, -0.664553)
C (2.162298, -2.210480, -0.471029)
O (1.030198, -1.642565, -0.458784)
H (3.481574, -5.382662, -0.262846)
H (6.748257, -1.918839, -1.123139)
H (6.517088, 0.538451, -1.425846)
H (4.280281, 1.579668, -1.176417)
C (-2.730791, 2.116644, 3.455171)
C (-3.313131, 1.689538, 2.130071)
O (-2.254547, 1.632548, 1.162510)
H (-3.467241, 1.994422, 4.248027)
H (-2.419589, 3.159436, 3.423525)
H (-1.867211, 1.503032, 3.704113)
H (-4.066247, 2.407568, 1.792247)
H (-3.784110, 0.704314, 2.217994)
H (-2.665018, 1.581898, 0.292423)
C (0.581287, 3.102986, 3.597773)
Ge (1.856894, 3.185277, 2.124054)
C (2.680648, 4.960154, 2.061320)
C (3.244715, 1.863111, 2.541785)
Ge (0.720698, 2.669782, 0.006419)
C (1.729621, 2.955908, -1.659958)
C (2.723569, 3.930098, -1.751459)
C (3.385669, 4.172692, -2.946523)
C (3.059176, 3.442475, -4.079103)
C (2.069230, 2.474028, -4.009483)
C (1.413695, 2.236255, -2.809817)
C (-0.854981, 3.794407, -0.227671)
C (-1.176915, 4.752427, 0.726314)
C (-2.289598, 5.568674, 0.567895)
C (-3.097745, 5.428856, -0.547266)
C (-2.779449, 4.485602, -1.515569)
C (-1.663377, 3.681123, -1.358264)
H (1.109652, 3.378385, 4.511659)
H (0.198992, 2.091313, 3.710117)
H (-0.258593, 3.779409, 3.468317)
H (3.215443, 5.120315, 2.997408)
H (1.932733, 5.743148, 1.954503)
H (3.393689, 5.051424, 1.246445)
H (3.470478, 1.933794, 3.605242)
H (4.162535, 2.050620, 1.992099)
H (2.900092, 0.851899, 2.337076)
H (2.981436, 4.521354, -0.881309)
H (4.151242, 4.935931, -2.995798)
H (3.568500, 3.632264, -5.014187)
H (1.808022, 1.903465, -4.890911)
H (0.651024, 1.463094, -2.773136)
H (-0.558651, 4.877102, 1.606223)
H (-2.525543, 6.310072, 1.318311)
H (-3.966529, 6.059565, -0.670717)
H (-3.399829, 4.384131, -2.395783)
H (-1.415154, 2.965790, -2.134936)

Cartesian forces, eV/Å:
-0.5226 -0.3471 0.1746
0.0923 0.0011 0.0803
-0.0696 -0.0109 -0.0653
-0.0073 0.0019 -0.0541
0.0419 0.0095 -0.0119
-0.0674 -0.0294 -0.0208
0.0049 0.0037 0.0098
-0.0750 -0.0133 0.0020
-0.0706 -0.1249 0.1500
0.2327 0.1184 0.0110
0.0210 -0.0420 -0.1140
-0.1417 0.0761 -0.1431
0.0002 0.1103 -0.0020
0.0074 -0.0070 0.0383
0.0637 -0.0223 0.0226
-0.0198 0.0407 0.0165
0.0592 0.0610 0.0317
0.0276 0.0243 0.0264
-0.0341 -0.0104 0.0211
-0.0033 0.0018 0.0350
0.0522 0.0096 0.0374
0.0146 0.0296 -0.0025
-0.0282 0.0218 -0.0178
-0.0029 0.0096 0.0002
-0.0045 -0.0050 0.0076
0.0158 -0.0338 -0.0040
0.0152 -0.0442 0.0047
-0.0012 0.1733 -0.0028
-0.0952 -0.0163 0.0021
-0.0413 0.0183 -0.0079
0.0154 -0.0273 0.0223
-0.1186 0.0019 0.0205
-0.0132 0.0350 -0.0231
0.0206 0.0448 0.0067
-0.0090 -0.0583 0.0660
0.0192 0.0829 -0.0067
-0.2555 -0.0301 0.0406
-0.7975 0.1178 -0.0327
1.2545 -0.1233 0.0173
-0.0063 -0.0156 -0.0109
0.0251 -0.0059 -0.0008
0.0272 0.0278 0.0012
-0.0553 0.3030 -0.0340
-0.1047 -0.0238 -0.0489
0.0252 -0.0504 -0.0299
-0.0994 -0.0457 0.0980
-0.0491 0.0270 0.0242
0.0115 0.0110 -0.0020
0.0034 -0.0821 0.0277
-0.0356 -0.0296 0.0434
0.0049 0.0077 0.0081
0.0754 0.1247 -0.0156
0.0637 0.0576 -0.0005
0.0727 -0.1006 0.0055
-0.0539 -0.0180 0.0240
-0.0733 0.0301 -0.1031
0.4117 0.0548 -0.4122
0.1291 -0.0245 0.1491
-0.0232 0.0263 0.1114
0.0310 0.0017 -0.0320
0.0247 0.0117 -0.0312
-0.0191 -0.0326 -0.0162
0.0406 -0.1347 0.0169
-0.1474 -0.1242 -0.0087
-0.0078 0.0454 0.0029
0.0467 -0.0321 0.0313
-0.0244 -0.0157 -0.0485
-0.0663 0.0399 0.0031
0.1111 -0.0771 -0.0068
0.0119 -0.0017 0.0321
0.0186 -0.0517 -0.0037
-0.0100 0.0122 0.0197
0.0082 0.0245 0.0451
-0.0403 0.0425 -0.0185
0.0658 -0.0057 -0.0486
0.0036 0.0203 0.0644
0.1068 -0.0023 -0.1200
-0.0238 -0.0976 -0.0186
0.0078 0.0206 0.0191
0.0067 0.0167 0.0069
0.0134 0.0003 -0.0171
-0.0143 -0.0133 -0.0223
-0.0087 -0.0050 -0.0181
-0.0040 -0.0065 0.0237
-0.0018 0.0458 0.0376
-0.0444 0.0291 -0.0039
-0.0144 0.0004 -0.0382
0.0009 -0.0319 -0.0211

Löwdin population analysis, charges in e, atoms 1 to 4: Ga 0.51; O 0.06; C -0.26; C 0.00